C56H126N4O14 | the ωB97M-V functional and the def2-TZVPD basis

Computed properties:
- multiplicity = 2
- molecular weight (g mol⁻¹) = 1079.64
- energy above the lowest of the compared OMol25 structures with the same formula, charge and spin (kcal per mole) = 15.77
- charge = +1

Each atom is followed by the atoms it is bonded to, with distances in Å.
Cartesian coordinates (Å):
1 H -4.796 4.050 -20.372  C185 1.090
2 H -3.842 7.557 -14.947  C15 1.090
3 H -7.634 11.237 -14.944  C154 1.090
4 H -9.093 6.473 -17.873  C34 1.090
5 H -7.216 1.384 -13.060  C200 1.090
6 H -4.007 4.624 -17.353  C9 1.090
7 H -13.649 8.814 -14.434  C90 1.090
8 H -4.904 2.779 -15.827  C35 1.090
9 C -4.240 3.621 -17.712  H6 1.090, C35 1.580, C88 1.514, H196 1.090
10 C -5.995 5.008 -10.226  N11 1.483, C27 1.531, C121 1.546, C122 1.577
11 N -6.197 4.375 -11.552  C10 1.483, O21 1.413, C71 1.505
12 H -8.232 5.175 -18.513  C34 1.090
13 C -1.858 3.522 -18.485  C88 1.580, H141 1.090, H149 1.090, H180 1.090
14 H -14.445 2.765 -17.466  C63 1.090
15 C -4.489 6.994 -15.620  H2 1.090, C133 1.545, H146 1.090, H175 1.090
16 N -16.114 5.055 -22.339  C39 1.475, O55 1.393, C69 1.444
17 H -5.961 5.533 -12.996  O21 0.960
18 H -15.055 5.347 -25.599  C188 1.090
19 C -13.846 5.286 -21.368  C39 1.544, H50 1.090, C98 1.493, H157 1.090
20 O -14.308 0.881 -18.262  C63 1.431, C95 1.384
21 O -5.370 4.912 -12.563  N11 1.413, H17 0.960
22 H -7.127 5.002 -8.210  C122 1.090
23 H -3.821 5.315 -19.739  C185 1.090
24 C -16.500 3.516 -24.205  H40 1.090, C69 1.563, H114 1.090, H155 1.090
25 H -8.327 8.404 -26.409  C89 1.090
26 H -11.764 6.909 -18.905  C30 1.090
27 C -4.630 4.623 -9.648  C10 1.531, H41 1.090, H169 1.090, H181 1.090
28 H -7.039 8.051 -17.869  C52 1.090
29 C -8.659 -3.026 -19.513  C45 1.540, H152 1.090, O153 1.443, H182 1.090
30 C -11.935 6.390 -17.962  H26 1.090, O66 1.403, H142 1.090, H173 1.090
31 C -7.563 2.529 -10.600  C71 1.568, C74 1.506, H84 1.090, H179 1.090
32 H -10.269 3.660 -18.532  C191 1.090
33 C -15.873 5.672 -19.934  C39 1.576, H43 1.090, H68 1.090, H194 1.090
34 C -9.123 5.384 -17.922  H4 1.090, H12 1.090, O72 1.367, C191 1.539
35 C -4.124 2.552 -16.554  H8 1.090, C9 1.580, C99 1.531, H101 1.090
36 H -11.883 -0.227 -19.627  C117 1.090
37 H -17.988 4.896 -22.099  O55 0.960
38 C -8.800 8.866 -15.571  H92 1.090, C104 1.558, H110 1.090, H143 1.090
39 C -15.291 5.829 -21.390  N16 1.475, C19 1.544, C33 1.576, C46 1.589
40 H -17.492 3.873 -24.483  C24 1.090
41 H -4.586 3.707 -9.058  C27 1.090
42 H -7.662 6.503 -15.236  O167 0.960
43 H -15.543 4.729 -19.499  C33 1.090
44 H -8.338 9.944 -12.792  C164 1.090
45 C -9.915 -2.222 -19.901  C29 1.540, O58 1.457, H134 1.090, H151 1.090
46 C -15.157 7.363 -21.785  C39 1.589, H97 1.090, H105 1.090, H158 1.090
47 H -5.473 -2.707 -20.465  C131 1.090
48 H -4.294 0.503 -16.327  C99 1.090
49 H -6.844 9.128 -25.846  C89 1.090
50 H -13.762 4.458 -20.665  C19 1.090
51 H -4.352 9.614 -15.657  C130 1.090
52 C -6.378 7.406 -17.291  H28 1.090, C133 1.538, H148 1.090, H162 1.090
53 H -3.878 -0.747 -19.797  C166 1.090
54 H -2.199 -0.610 -17.694  C113 1.090
55 O -17.406 5.556 -22.482  N16 1.393, H37 0.960
56 H -10.057 7.245 -23.077  C62 1.090
57 H -10.525 0.165 -20.679  C117 1.090
58 O -10.003 -1.018 -19.084  C45 1.457, C117 1.433
59 O -8.791 7.743 -21.454  C62 1.475, C91 1.428
60 C -5.182 2.198 -11.114  C71 1.501, H120 1.090, H177 1.090, H186 1.090
61 H -3.108 4.234 -20.894  C185 1.090
62 C -9.576 6.762 -22.226  H56 1.090, O59 1.475, H73 1.090, H109 1.090
63 C -13.714 1.960 -17.534  H14 1.090, O20 1.431, H144 1.090, H183 1.090
64 H -15.579 0.109 -21.207  C192 1.090
65 H -12.233 4.385 -22.478  C98 1.090
66 O -11.591 5.030 -17.928  C30 1.403, C191 1.393
67 C -15.404 11.088 -19.594  H81 1.090, O93 1.432, H139 1.090, H189 1.090
68 H -15.435 6.458 -19.319  C33 1.090
69 C -15.603 4.660 -23.630  N16 1.444, C24 1.563, C124 1.598, C188 1.568
70 H -6.940 8.570 -21.113  C91 1.090
71 C -6.419 2.888 -11.610  N11 1.505, C31 1.568, C60 1.501, C200 1.554
72 O -8.853 4.987 -16.642  C34 1.367, C159 1.467
73 H -10.425 6.573 -21.568  C62 1.090
74 C -7.474 3.110 -9.213  C31 1.506, C122 1.576, H126 1.090, H171 1.090
75 H -6.084 2.435 -13.768  C200 1.090
76 O -3.188 1.638 -20.555  N86 1.323, H136 0.960
77 C -6.225 10.438 -16.310  H94 1.090, H111 1.090, C130 1.547, C154 1.539
78 O -16.865 -0.236 -19.685  C85 1.450, C192 1.422
79 H -5.921 -3.406 -19.000  C131 1.090
80 H -17.097 -1.973 -20.804  C85 1.090
81 H -15.456 10.405 -20.442  C67 1.090
82 H -1.442 0.543 -18.688  C113 1.090
83 O -7.974 8.207 -24.366  C89 1.420, C176 1.402
84 H -7.705 1.457 -10.467  C31 1.090
85 C -17.644 -1.053 -20.594  O78 1.450, H80 1.090, H100 1.090, H140 1.090
86 N -3.599 1.934 -19.333  O76 1.323, C88 1.479, C137 1.503
87 H -4.272 -1.291 -18.342  C166 1.090
88 C -3.367 3.334 -18.916  C9 1.514, C13 1.580, N86 1.479, C185 1.518
89 C -7.885 8.947 -25.575  H25 1.090, H49 1.090, O83 1.420, H129 1.090
90 C -13.772 8.024 -15.174  H7 1.090, H102 1.090, O193 1.386, H197 1.090
91 C -7.458 8.010 -21.891  O59 1.428, H70 1.090, H125 1.090, C176 1.520
92 H -8.760 9.476 -16.474  C38 1.090
93 O -15.046 10.478 -18.349  C67 1.432, C108 1.426
94 H -5.760 11.387 -16.576  C77 1.090
95 C -14.949 1.305 -19.413  O20 1.384, H103 1.090, H187 1.090, C192 1.546
96 H -6.198 10.640 -14.076  C154 1.090
97 H -14.531 7.572 -22.652  C46 1.090
98 C -13.174 4.910 -22.647  C19 1.493, H65 1.090, C124 1.547, H190 1.090
99 C -4.485 1.189 -17.152  C35 1.531, H48 1.090, H123 1.090, C137 1.549
100 H -18.484 -1.274 -19.935  C85 1.090
101 H -3.130 2.455 -16.117  C35 1.090
102 H -12.882 7.401 -15.270  C90 1.090
103 H -14.353 1.912 -20.093  C95 1.090
104 C -7.562 9.103 -14.655  C38 1.558, N106 1.540, C154 1.544, C164 1.523
105 H -14.726 7.895 -20.937  C46 1.090
106 N -6.573 7.930 -14.795  C104 1.540, C133 1.515, O167 1.373
107 H -12.320 9.006 -17.159  C112 1.090
108 C -13.794 9.798 -18.395  O93 1.426, C112 1.539, H116 1.090, H160 1.090
109 H -9.193 5.770 -22.466  C62 1.090
110 H -9.731 9.166 -15.090  C38 1.090
111 H -6.999 10.432 -17.077  C77 1.090
112 C -13.318 9.409 -16.984  H107 1.090, C108 1.539, H168 1.090, O193 1.379
113 C -2.173 0.463 -17.884  H54 1.090, H82 1.090, H132 1.090, C137 1.503
114 H -16.661 2.693 -23.508  C24 1.090
115 H -6.975 7.015 -10.682  C121 1.090
116 H -13.161 10.477 -18.966  C108 1.090
117 C -10.821 0.019 -19.640  H36 1.090, H57 1.090, O58 1.433, H163 1.090
118 H -7.821 3.433 -15.526  C159 1.090
119 H -7.851 9.766 -23.096  C176 1.090
120 H -4.214 2.649 -11.334  C60 1.090
121 C -6.053 6.549 -10.335  C10 1.546, H115 1.090, H138 1.090, H174 1.090
122 C -7.178 4.658 -9.243  C10 1.577, H22 1.090, C74 1.576, H165 1.090
123 H -5.511 1.155 -17.518  C99 1.090
124 C -14.134 4.046 -23.498  C69 1.598, C98 1.547, H147 1.090, H170 1.090
125 H -6.799 7.142 -21.873  C91 1.090
126 H -6.684 2.621 -8.643  C74 1.090
127 H -16.453 6.214 -24.881  C188 1.090
128 H -8.864 2.905 -16.955  C159 1.090
129 H -8.455 9.876 -25.558  C89 1.090
130 C -5.153 9.322 -16.336  H51 1.090, C77 1.547, C133 1.547, H156 1.090
131 C -6.277 -3.296 -20.024  H47 1.090, H79 1.090, H150 1.090, O153 1.439
132 H -1.838 1.053 -17.030  C113 1.090
133 C -5.675 7.901 -16.015  C15 1.545, C52 1.538, N106 1.515, C130 1.547
134 H -10.835 -2.777 -19.720  C45 1.090
135 H -7.376 3.656 -17.193  C159 1.090
136 H -4.008 1.346 -20.959  O76 0.960
137 C -3.564 0.809 -18.338  N86 1.503, C99 1.549, C113 1.503, C166 1.559
138 H -5.285 6.946 -10.997  C121 1.090
139 H -16.285 11.660 -19.301  C67 1.090
140 H -17.924 -0.682 -21.580  C85 1.090
141 H -1.628 3.088 -17.512  C13 1.090
142 H -12.982 6.637 -17.789  C30 1.090
143 H -8.835 7.803 -15.810  C38 1.090
144 H -12.846 2.361 -18.057  C63 1.090
145 H -8.807 8.302 -13.126  C164 1.090
146 H -3.865 6.763 -16.483  C15 1.090
147 H -14.208 3.045 -23.073  C124 1.090
148 H -7.020 6.567 -17.024  C52 1.090
149 H -1.149 3.080 -19.185  C13 1.090
150 H -6.243 -4.312 -20.417  C131 1.090
151 H -9.703 -1.956 -20.936  C45 1.090
152 H -8.844 -4.081 -19.714  C29 1.090
153 O -7.449 -2.463 -20.060  C29 1.443, C131 1.439
154 C -6.871 10.459 -14.914  H3 1.090, C77 1.539, H96 1.090, C104 1.544
155 H -16.121 3.246 -25.191  C24 1.090
156 H -4.584 9.377 -17.264  C130 1.090
157 H -13.294 6.017 -20.777  C19 1.090
158 H -16.135 7.822 -21.930  C46 1.090
159 C -8.226 3.668 -16.511  O72 1.467, H118 1.090, H128 1.090, H135 1.090
160 H -13.783 8.989 -19.126  C108 1.090
161 H -14.783 6.589 -24.366  C188 1.090
162 H -5.676 6.926 -17.973  C52 1.090
163 H -10.541 0.942 -19.132  C117 1.090
164 C -7.971 8.999 -13.192  H44 1.090, C104 1.523, H145 1.090, H184 1.090
165 H -8.104 4.981 -9.718  C122 1.090
166 C -4.400 -0.373 -18.916  H53 1.090, H87 1.090, C137 1.559, H172 1.090
167 O -7.126 6.717 -14.469  H42 0.960, N106 1.373
168 H -13.321 10.315 -16.378  C112 1.090
169 H -3.922 4.491 -10.465  C27 1.090
170 H -13.608 3.963 -24.449  C124 1.090
171 H -8.367 2.892 -8.627  C74 1.090
172 H -5.457 -0.214 -19.132  C166 1.090
173 H -11.358 7.010 -17.276  C30 1.090
174 H -5.891 7.029 -9.370  C121 1.090
175 H -4.769 6.085 -15.086  C15 1.090
176 C -7.420 8.770 -23.207  O83 1.402, C91 1.520, H119 1.090, H195 1.090
177 H -5.323 1.778 -10.118  C60 1.090
178 H -10.448 4.977 -19.610  C191 1.090
179 H -8.526 2.834 -11.010  C31 1.090
180 H -1.548 4.566 -18.444  C13 1.090
181 H -4.205 5.421 -9.039  C27 1.090
182 H -8.554 -2.998 -18.428  C29 1.090
183 H -13.428 1.742 -16.505  C63 1.090
184 H -7.271 8.546 -12.491  C164 1.090
185 C -3.782 4.268 -20.038  H1 1.090, H23 1.090, H61 1.090, C88 1.518
186 H -4.886 1.346 -11.726  C60 1.090
187 H -15.839 1.899 -19.205  C95 1.090
188 C -15.461 5.802 -24.695  H18 1.090, C69 1.568, H127 1.090, H161 1.090
189 H -14.738 11.934 -19.764  C67 1.090
190 H -12.909 5.798 -23.219  C98 1.090
191 C -10.376 4.745 -18.547  H32 1.090, C34 1.539, O66 1.393, H178 1.090
192 C -15.544 0.065 -20.118  H64 1.090, O78 1.422, C95 1.546, H198 1.090
193 O -14.169 8.483 -16.420  C90 1.386, C112 1.379
194 H -16.963 5.690 -19.925  C33 1.090
195 H -6.359 8.963 -23.363  C176 1.090
196 H -5.292 3.618 -17.994  C9 1.090
197 H -14.641 7.474 -14.811  C90 1.090
198 H -14.964 -0.805 -19.811  C192 1.090
199 H -7.775 2.901 -13.401  C200 1.090
200 C -6.875 2.419 -13.019  H5 1.090, C71 1.554, H75 1.090, H199 1.090

Atom charges from the Löwdin analysis, given in e for atoms 1 to 2:
1 H 0.0975
2 H 0.0861